Entry from OMol25: a 15-piece molecular cluster, C38H112N14O15 overall (ωB97M-V/def2-TZVPD).

Cartesian coordinates (Å):
C  9.054  4.272  -9.069
C  8.002  5.371  -8.721
C  7.732  5.644  -7.163
O  7.157  4.451  -6.549
C  6.682  4.511  -5.183
N  8.484  6.513  -9.461
H  9.020  3.598  -8.213
H  10.042  4.706  -9.219
H  8.856  3.775  -10.019
H  7.056  5.047  -9.153
H  6.945  6.397  -7.127
H  8.603  5.969  -6.594
H  5.634  4.789  -5.075
H  7.315  5.258  -4.704
H  6.747  3.521  -4.731
H  7.912  7.332  -9.315
H  9.403  6.778  -9.134
C  1.519  -8.356  10.151
C  1.335  -8.365  8.697
C  2.686  -8.091  7.777
O  3.347  -6.911  8.045
C  2.589  -5.729  7.644
N  0.846  -9.703  8.339
H  0.708  -8.759  10.757
H  1.743  -7.355  10.518
H  2.349  -9.044  10.317
H  0.574  -7.610  8.499
H  2.464  -8.177  6.713
H  3.473  -8.832  7.914
H  1.975  -5.760  6.744
H  3.443  -5.145  7.301
H  2.161  -5.284  8.542
H  1.658  -10.304  8.345
H  0.592  -9.727  7.362
C  -10.222  -1.985  -4.761
C  -9.251  -2.134  -3.682
C  -7.892  -2.661  -4.236
O  -7.152  -3.248  -3.156
C  -5.808  -3.514  -3.439
N  -9.113  -0.842  -3.094
H  -9.973  -1.333  -5.598
H  -11.266  -1.837  -4.485
H  -10.244  -2.950  -5.266
H  -9.633  -2.757  -2.873
H  -7.300  -1.928  -4.785
H  -8.145  -3.480  -4.909
H  -5.378  -4.282  -2.796
H  -5.205  -2.610  -3.530
H  -5.767  -4.035  -4.396
H  -8.164  -0.777  -2.756
H  -9.118  -0.118  -3.798
C  -2.924  -3.193  10.114
C  -4.189  -3.125  9.252
C  -3.955  -3.655  7.800
O  -3.001  -2.892  7.087
C  -2.751  -3.341  5.737
N  -5.159  -3.933  9.901
H  -3.076  -2.588  11.008
H  -2.044  -2.827  9.586
H  -2.585  -4.218  10.262
H  -4.481  -2.088  9.087
H  -4.895  -3.768  7.260
H  -3.538  -4.656  7.913
H  -3.680  -3.554  5.207
H  -2.156  -4.239  5.572
H  -2.238  -2.490  5.289
H  -5.977  -3.764  9.333
H  -5.437  -3.405  10.716
C  -0.606  3.067  -0.873
C  -0.187  1.580  -0.615
C  0.939  1.452  0.388
O  1.459  0.137  0.627
C  2.607  0.027  1.416
N  -1.317  0.863  -0.207
H  0.104  3.807  -1.242
H  -1.041  3.505  0.025
H  -1.369  3.203  -1.640
H  0.118  1.121  -1.556
H  0.644  2.020  1.271
H  1.776  2.076  0.074
H  2.340  0.433  2.392
H  3.450  0.595  1.021
H  2.768  -1.050  1.447
H  -0.982  0.079  0.334
H  -1.809  1.444  0.456
C  2.957  -6.575  -0.796
C  2.148  -5.713  -1.761
C  1.755  -6.306  -3.109
O  0.832  -5.477  -3.890
C  0.345  -6.121  -5.069
N  1.050  -5.180  -1.023
H  3.427  -5.979  -0.015
H  3.775  -7.042  -1.345
H  2.462  -7.416  -0.311
H  2.822  -4.870  -1.915
H  1.289  -7.251  -2.833
H  2.552  -6.645  -3.770
H  0.021  -5.441  -5.856
H  -0.462  -6.828  -4.880
H  1.063  -6.686  -5.663
H  1.428  -4.662  -0.242
H  0.684  -4.516  -1.690
C  5.455  7.823  3.384
C  4.926  6.535  2.709
O  5.542  6.370  1.475
H  6.308  7.509  3.986
H  4.712  8.271  4.044
H  5.628  8.653  2.698
H  3.905  6.767  2.405
H  5.021  5.682  3.381
H  6.420  5.984  1.523
C  6.922  0.063  8.281
C  7.850  -1.019  7.842
O  7.805  -1.099  6.440
H  7.054  1.037  7.810
H  7.064  0.357  9.321
H  5.913  -0.192  7.956
H  7.688  -1.962  8.365
H  8.858  -0.743  8.153
H  8.686  -1.224  6.079
C  8.485  -2.651  -2.084
C  8.917  -1.703  -0.854
O  9.057  -0.363  -1.330
H  8.505  -3.662  -1.676
H  9.308  -2.590  -2.796
H  7.461  -2.514  -2.431
H  9.922  -1.935  -0.502
H  8.226  -1.851  -0.024
H  9.051  0.232  -0.577
C  1.584  6.769  -8.111
C  0.853  7.631  -9.153
O  -0.126  6.869  -9.968
H  0.894  6.287  -7.419
H  2.390  7.284  -7.588
H  2.135  5.964  -8.598
H  1.544  8.052  -9.883
H  0.406  8.523  -8.714
H  0.336  6.220  -10.503
C  -1.942  0.663  -7.118
C  -1.859  1.566  -8.277
O  -3.012  1.663  -9.146
H  -1.055  0.868  -6.519
H  -1.956  -0.419  -7.248
H  -2.753  0.945  -6.446
H  -0.931  1.356  -8.809
H  -1.829  2.586  -7.894
H  -2.847  2.346  -9.801
C  -7.872  -1.718  2.997
O  -8.837  -2.451  3.167
N  -7.555  -0.724  3.734
N  -7.112  -1.770  1.953
H  -7.974  -0.717  4.652
H  -6.819  -0.075  3.492
H  -6.306  -1.171  1.853
H  -7.419  -2.426  1.248
C  -6.748  6.258  0.461
O  -5.861  6.781  1.077
N  -7.791  6.978  0.196
N  -6.785  5.067  -0.014
H  -8.539  6.637  -0.391
H  -7.734  7.880  0.646
H  -6.151  4.412  0.421
H  -7.411  4.747  -0.739
C  -6.941  4.791  -5.653
O  -7.768  3.855  -5.681
N  -5.762  4.775  -6.255
N  -7.167  5.958  -5.072
H  -5.559  3.956  -6.810
H  -5.017  5.444  -6.119
H  -8.061  6.101  -4.624
H  -6.450  6.651  -5.226
C  -2.845  3.001  4.786
O  -3.653  2.600  3.951
N  -2.455  4.260  4.845
N  -2.297  2.277  5.714
H  -2.954  4.887  4.230
H  -1.841  4.562  5.587
H  -2.462  1.283  5.780
H  -1.800  2.731  6.466

Entry from OMol25: a 13-piece molecular cluster, C38H114N9O13P3S10 overall (ωB97M-V/def2-TZVPD).

Output
Relative energy (zero: lowest compared OMol25 entry of this formula, charge and spin), eV: 4.735

Cartesian coordinates (Å):
O  -7.419  24.900  3.277
P  -7.554  25.994  2.273
N  -6.098  26.156  1.257
C  -6.132  26.792  -0.104
C  -4.748  26.118  1.829
N  -7.833  27.631  2.843
C  -7.927  28.850  1.968
C  -7.904  27.884  4.281
N  -8.763  25.840  1.133
C  -10.062  26.276  1.585
C  -8.866  24.631  0.226
H  -5.100  26.922  -0.429
H  -6.553  27.795  -0.036
H  -6.791  26.184  -0.725
H  -4.814  25.389  2.637
H  -4.288  27.005  2.265
H  -4.115  25.703  1.045
H  -8.144  29.724  2.581
H  -6.920  29.189  1.722
H  -8.515  28.711  1.061
H  -6.993  28.114  4.833
H  -8.616  28.682  4.491
H  -8.248  26.941  4.706
H  -10.347  25.821  2.534
H  -10.227  27.353  1.628
H  -10.834  25.880  0.927
H  -9.296  23.826  0.822
H  -7.877  24.350  -0.138
H  -9.592  24.668  -0.586
O  -12.628  16.877  15.669
P  -13.503  17.168  14.534
N  -14.761  16.039  14.353
C  -15.217  15.123  15.411
C  -15.714  16.180  13.222
N  -12.632  17.213  13.044
C  -11.769  16.003  12.830
C  -13.019  17.957  11.780
N  -14.271  18.738  14.542
C  -15.335  18.878  15.513
C  -13.521  19.955  14.302
H  -14.325  14.798  15.947
H  -15.687  14.186  15.112
H  -15.916  15.695  16.021
H  -16.238  15.249  13.007
H  -15.179  16.251  12.274
H  -16.346  17.066  13.284
H  -10.778  16.335  12.520
H  -11.649  15.460  13.767
H  -12.254  15.379  12.079
H  -13.215  17.260  10.966
H  -13.941  18.537  11.822
H  -12.211  18.636  11.506
H  -15.956  19.708  15.176
H  -16.035  18.055  15.655
H  -14.919  19.175  16.475
H  -14.198  20.809  14.291
H  -13.113  19.911  13.293
H  -12.726  20.126  15.028
O  -4.171  24.067  13.034
P  -5.595  23.936  13.530
N  -5.948  24.564  15.084
C  -7.283  24.549  15.739
C  -4.858  24.940  16.013
N  -6.150  22.296  13.759
C  -5.141  21.189  13.898
C  -7.568  21.860  13.915
N  -6.696  24.808  12.482
C  -6.867  24.189  11.173
C  -6.966  26.268  12.512
H  -7.421  25.375  16.437
H  -7.355  23.563  16.199
H  -8.070  24.676  14.996
H  -4.934  24.530  17.020
H  -4.602  25.998  15.965
H  -3.935  24.507  15.627
H  -4.583  21.318  14.825
H  -5.590  20.196  13.932
H  -4.385  21.209  13.112
H  -7.936  21.778  14.938
H  -8.242  22.525  13.376
H  -7.718  20.863  13.501
H  -6.009  24.298  10.509
H  -7.055  23.116  11.159
H  -7.715  24.689  10.705
H  -8.040  26.429  12.609
H  -6.579  26.730  11.604
H  -6.380  26.577  13.377
C  0.476  22.438  8.819
S  0.956  24.206  8.424
O  1.779  23.950  7.186
C  -0.677  24.916  7.873
H  0.107  22.049  7.870
H  -0.171  22.294  9.685
H  1.405  21.909  9.030
H  -1.364  25.118  8.695
H  -1.275  24.474  7.076
H  -0.381  25.891  7.486
C  -15.577  24.593  9.881
S  -14.126  25.529  10.509
O  -12.952  24.535  10.556
C  -13.813  26.534  8.981
H  -16.517  25.131  9.760
H  -15.655  23.817  10.642
H  -15.320  24.059  8.966
H  -13.900  25.902  8.098
H  -12.741  26.728  9.019
H  -14.473  27.397  8.894
C  -6.086  32.189  16.028
S  -4.360  32.207  16.783
O  -3.275  32.450  15.737
C  -4.512  33.868  17.633
H  -6.295  31.125  15.923
H  -6.168  32.572  15.011
H  -6.834  32.657  16.669
H  -4.613  34.553  16.790
H  -3.560  34.146  18.083
H  -5.350  33.922  18.329
C  -5.193  19.956  7.072
S  -4.784  18.170  6.910
O  -3.572  18.084  7.868
C  -6.213  17.381  7.735
H  -4.457  20.622  6.622
H  -5.407  20.262  8.096
H  -6.121  20.276  6.598
H  -6.345  17.916  8.676
H  -5.967  16.345  7.965
H  -7.115  17.363  7.123
C  -8.068  28.962  21.334
S  -6.971  27.760  22.223
O  -6.572  28.458  23.573
C  -8.256  26.558  22.569
H  -7.358  29.654  20.881
H  -8.859  29.450  21.903
H  -8.492  28.381  20.515
H  -8.734  26.112  21.696
H  -9.027  27.106  23.110
H  -7.994  25.748  23.250
C  -11.728  21.258  5.680
S  -11.591  20.211  4.194
O  -10.747  18.975  4.513
C  -13.355  19.582  4.293
H  -10.755  21.621  6.010
H  -12.170  20.744  6.534
H  -12.429  22.085  5.569
H  -13.411  18.630  3.764
H  -14.145  20.247  3.946
H  -13.519  19.372  5.350
C  -10.899  19.452  20.570
S  -9.214  19.329  19.854
O  -8.472  20.402  20.640
C  -8.684  17.712  20.592
H  -10.980  19.613  21.645
H  -11.540  18.585  20.408
H  -11.358  20.238  19.971
H  -7.617  17.523  20.476
H  -9.338  16.911  20.245
H  -8.792  17.581  21.668
C  -3.740  12.016  16.068
S  -5.212  12.811  15.268
O  -6.229  11.662  15.138
C  -5.763  14.048  16.538
H  -3.867  11.555  17.048
H  -2.907  12.716  16.137
H  -3.407  11.220  15.401
H  -5.134  14.932  16.639
H  -5.621  13.690  17.558
H  -6.801  14.338  16.373
C  1.836  25.718  15.778
S  2.725  24.209  16.343
O  4.228  24.619  16.306
C  2.062  24.211  18.063
H  2.409  26.144  14.954
H  1.926  26.473  16.559
H  0.811  25.463  15.508
H  0.997  23.983  18.106
H  2.485  25.130  18.470
H  2.556  23.361  18.535
C  -0.629  17.778  17.703
S  -1.296  17.636  19.464
O  -1.663  16.132  19.524
C  0.263  17.950  20.350
H  0.369  17.343  17.756
H  -0.558  18.846  17.498
H  -1.305  17.245  17.034
H  0.859  17.091  20.043
H  0.226  17.889  21.438
H  0.800  18.861  20.085

| no. | Kohn-Sham gap (Eh) |
| --- | --- |
| 1 | 0.3265 |
| 2 | 0.3010 |